Here is a structure of composition C39H38AsBaCl4N11O4P2 from OMol25. Energies are from wB97M-V/def2-TZVPD.

Last column: Löwdin charge in e.
Positions of all 100 atoms, in Å:
Ba (-1.3209, -1.4721, -0.3810)  1.74
N (-1.0787, -4.8381, 2.2661)  0.11
C (-0.3538, -3.7439, 2.6915)  -0.51
N (0.3059, -3.7522, 3.8576)  0.00
N (0.8140, -2.5179, 3.9580)  -0.13
N (0.4873, -1.8217, 2.9133)  -0.13
N (-0.2623, -2.5692, 2.0773)  -0.06
C (-1.5276, -5.0952, 0.9725)  -0.52
N (-1.7382, -6.3467, 0.5716)  -0.02
N (-2.1840, -6.2126, -0.6883)  -0.14
N (-2.2351, -4.9641, -1.0131)  -0.12
N (-1.8278, -4.2043, 0.0299)  -0.12
H (-0.8631, -5.6828, 2.7696)  0.12
O (1.3064, -1.1194, -0.6212)  -0.49
P (2.1654, -0.0310, -0.1127)  0.71
C (1.4330, 0.8978, 1.2709)  -0.29
P (-0.0161, 1.9340, 0.9177)  0.71
O (-1.0904, 1.2797, 0.1476)  -0.41
C (0.5426, 3.4181, 0.0554)  -0.26
C (1.3263, 4.4063, 0.6449)  -0.09
C (1.6874, 5.5268, -0.0842)  -0.10
C (1.2613, 5.6615, -1.4002)  -0.09
C (0.4794, 4.6781, -1.9884)  -0.07
C (0.1155, 3.5532, -1.2634)  -0.05
C (-0.5977, 2.4670, 2.5515)  -0.25
C (0.2293, 2.7587, 3.6340)  -0.09
C (-0.3154, 3.1961, 4.8309)  -0.10
C (-1.6902, 3.3452, 4.9517)  -0.10
C (-2.5202, 3.0371, 3.8822)  -0.08
C (-1.9785, 2.5921, 2.6863)  -0.07
C (3.7203, -0.6461, 0.5890)  -0.25
C (4.9227, -0.5679, -0.1064)  -0.08
C (6.0750, -1.1273, 0.4271)  -0.09
C (6.0275, -1.7737, 1.6536)  -0.10
C (4.8260, -1.8693, 2.3425)  -0.07
C (3.6732, -1.3095, 1.8144)  -0.06
C (2.5858, 1.1351, -1.4187)  -0.28
C (3.5002, 2.1731, -1.2404)  -0.11
C (3.7909, 3.0255, -2.2901)  -0.09
C (3.1737, 2.8362, -3.5231)  -0.09
C (2.2491, 1.8196, -3.6939)  -0.08
C (1.9386, 0.9710, -2.6385)  -0.05
H (2.2146, 1.5119, 1.7294)  0.07
H (1.1107, 0.1359, 2.0035)  0.04
H (1.6414, 4.3107, 1.6789)  0.10
H (2.2926, 6.3000, 0.3739)  0.09
H (1.5407, 6.5411, -1.9681)  0.10
H (0.1447, 4.7724, -3.0139)  0.10
H (-0.4988, 2.7769, -1.7104)  0.10
H (1.3030, 2.6365, 3.5566)  0.10
H (0.3327, 3.4134, 5.6708)  0.10
H (-2.1161, 3.6826, 5.8890)  0.10
H (-3.5945, 3.1263, 3.9817)  0.10
H (-2.6140, 2.3141, 1.8544)  0.11
H (4.9584, -0.0753, -1.0700)  0.10
H (7.0074, -1.0642, -0.1204)  0.10
H (6.9265, -2.2141, 2.0679)  0.10
H (4.7736, -2.3913, 3.2894)  0.11
H (2.7339, -1.4187, 2.3471)  0.08
H (3.9875, 2.3119, -0.2808)  0.11
H (4.4925, 3.8388, -2.1497)  0.10
H (3.4014, 3.5037, -4.3457)  0.10
H (1.7361, 1.6897, -4.6376)  0.08
H (1.1669, 0.2161, -2.7569)  0.08
Cl (-3.9395, 3.6024, -5.3050)  0.57
C (-3.8069, 2.3072, -4.1475)  -0.74
C (-4.9196, 1.8551, -3.4745)  -0.75
Cl (-6.4753, 2.5691, -3.7771)  0.57
C (-4.7863, 0.8136, -2.5369)  -0.62
Cl (-6.1763, 0.2678, -1.6472)  0.62
C (-3.5614, 0.1981, -2.2459)  -0.46
O (-3.4147, -0.7208, -1.3700)  -0.39
C (-2.3720, 0.6588, -2.9799)  -0.46
O (-1.2379, 0.1078, -2.7441)  -0.28
C (-2.5586, 1.7076, -3.8909)  -0.61
Cl (-1.1327, 2.3034, -4.7127)  0.63
C (-1.9215, -0.9827, 5.2992)  -0.05
N (-2.9532, -1.4135, 4.3548)  -0.18
C (-3.3435, -2.8247, 4.4761)  -0.04
C (-2.8075, -0.9622, 3.1096)  -0.29
N (-2.7065, -0.5712, 2.0282)  0.12
H (-2.3269, -1.0678, 6.3088)  0.08
H (-1.6718, 0.0576, 5.1046)  0.08
H (-1.0183, -1.5942, 5.2078)  0.06
H (-3.8220, -2.9627, 5.4475)  0.08
H (-2.4804, -3.4862, 4.3988)  0.07
H (-4.0538, -3.0691, 3.6897)  0.10
C (0.5379, -1.9097, -4.6000)  -0.33
As (-0.5544, -2.8784, -3.2875)  1.01
C (0.1399, -4.6832, -3.6330)  -0.34
C (-2.1811, -3.0030, -4.3540)  -0.31
H (0.5002, -2.3961, -5.5774)  0.01
H (1.5727, -1.8711, -4.2544)  0.01
H (0.1445, -0.8948, -4.6661)  0.00
H (0.1402, -4.9144, -4.7007)  0.01
H (-0.4871, -5.3958, -3.0964)  -0.01
H (1.1579, -4.7530, -3.2468)  0.01
H (-1.9722, -3.4194, -5.3417)  0.02
H (-2.6038, -2.0023, -4.4491)  0.02
H (-2.8861, -3.6375, -3.8183)  0.02

total charge: -2
electronic energy: -7197.27635 a.u.
LUMO energy: 3.61 eV
gap between HOMO and LUMO: 4.8 eV
energy above the lowest of the compared OMol25 structures with the same formula, charge and spin: 0.321 eV

***

Here is a structure of composition C39H38Br2GeN8S2Sc from OMol25. Energies are from wB97M-V/def2-TZVPD.

Last column: Löwdin spin population.
Positions of all 91 atoms, in Å:
Sc (-0.5538, 0.7954, 0.5257)  0.23
C (3.1261, 3.0765, -0.5353)  0.00
C (2.1206, 2.0990, -0.0368)  0.01
N (0.9632, 1.9289, -0.5763)  0.01
N (0.7419, 2.6354, -1.7335)  0.00
C (-0.5243, 2.7303, -2.0567)  0.00
N (-0.7689, 3.2635, -3.2632)  0.00
S (-1.9008, 2.2797, -1.0821)  0.00
C (2.4158, 1.2975, 1.1732)  0.00
C (3.6827, 1.2623, 1.7119)  0.00
C (3.9013, 0.5537, 2.8840)  0.01
C (2.8430, -0.1064, 3.4817)  0.00
C (1.6111, -0.0555, 2.8639)  0.01
N (1.3974, 0.6236, 1.7365)  0.01
H (2.6751, 3.7266, -1.2737)  0.00
H (3.9673, 2.5533, -1.0105)  0.00
H (3.5180, 3.6703, 0.2961)  0.00
H (-0.0035, 3.5846, -3.8306)  0.00
H (-1.7075, 3.4953, -3.5256)  0.00
H (4.4960, 1.7794, 1.2179)  0.00
H (4.8884, 0.5272, 3.3288)  0.00
H (2.9652, -0.6564, 4.4043)  0.00
H (0.7608, -0.5779, 3.2828)  0.00
Br (-3.2835, -1.0081, 6.6294)  0.00
C (-2.6277, -0.5196, 4.9608)  0.00
C (-2.5266, -1.4551, 3.9479)  0.00
C (-2.0146, -1.0379, 2.7392)  0.00
N (-1.6171, 0.2247, 2.4998)  0.00
C (-1.7298, 1.1245, 3.4903)  0.00
C (-2.2305, 0.7841, 4.7316)  0.00
C (-1.2782, 2.5063, 3.1696)  0.00
C (-1.4339, 3.5569, 4.0504)  0.00
C (-0.9649, 4.8072, 3.6846)  0.00
Br (-1.1338, 6.2381, 4.8607)  0.00
C (-0.3754, 4.9807, 2.4491)  0.00
C (-0.2782, 3.8797, 1.6243)  0.00
N (-0.7082, 2.6660, 1.9718)  0.00
H (-2.8347, -2.4824, 4.0919)  0.00
H (-1.9228, -1.7335, 1.9209)  0.00
H (-2.3119, 1.5124, 5.5260)  0.00
H (-1.9142, 3.4304, 5.0102)  0.00
H (-0.0074, 5.9457, 2.1275)  0.00
H (0.1497, 3.9777, 0.6357)  0.00
C (-4.3187, -2.1258, -2.8144)  0.00
N (-4.8997, -1.9238, -1.4877)  0.00
C (-6.2367, -2.4227, -1.1211)  0.00
C (-6.4680, -1.7990, 0.2606)  0.00
N (-5.1062, -1.3638, 0.6171)  0.00
C (-4.2842, -1.3735, -0.4506)  0.01
S (-2.6801, -0.8372, -0.4961)  0.03
H (-5.1226, -2.1114, -3.5489)  0.00
H (-3.7864, -3.0790, -2.8809)  0.00
H (-3.6148, -1.3251, -3.0305)  0.00
H (-6.2260, -3.5106, -1.0746)  0.00
H (-6.9707, -2.1154, -1.8569)  0.00
H (-6.8438, -2.5199, 0.9750)  0.00
H (-7.1505, -0.9549, 0.2210)  0.00
H (-4.9324, -0.7418, 1.3835)  0.00
C (0.2303, -3.0769, 0.6299)  0.06
Ge (0.6342, -1.5745, -0.5524)  0.34
C (0.0151, -2.0296, -2.3382)  0.07
C (-0.4964, -1.0991, -3.2487)  0.01
C (-0.8006, -1.4859, -4.5474)  0.00
C (-0.6104, -2.8094, -4.9412)  0.00
C (-0.1335, -3.7431, -4.0308)  0.00
C (0.1734, -3.3576, -2.7271)  0.02
C (2.5622, -1.3534, -0.5155)  0.06
C (3.2078, -2.0752, 0.4665)  0.04
C (4.6160, -2.0695, 0.5849)  0.00
C (5.3582, -1.2611, -0.2241)  0.03
C (4.7399, -0.4495, -1.2157)  0.00
C (5.5188, 0.3961, -2.0459)  0.01
C (4.9388, 1.1264, -3.0427)  0.00
C (3.5448, 1.0372, -3.2575)  0.01
C (2.7684, 0.2500, -2.4534)  0.00
C (3.3323, -0.5122, -1.3982)  0.01
H (0.9117, -3.8879, 0.3670)  0.01
H (-0.7971, -3.3992, 0.4549)  0.00
H (0.3598, -2.8470, 1.6898)  0.00
H (-0.6695, -0.0715, -2.9489)  0.00
H (-1.1756, -0.7541, -5.2583)  0.00
H (-0.8350, -3.1107, -5.9588)  0.00
H (0.0114, -4.7746, -4.3327)  0.00
H (0.5532, -4.1002, -2.0307)  0.00
H (2.6394, -2.6903, 1.1589)  0.00
H (5.0978, -2.7134, 1.3138)  0.00
H (6.4398, -1.2313, -0.1234)  0.00
H (6.5923, 0.4367, -1.8879)  0.00
H (5.5461, 1.7617, -3.6784)  0.00
H (3.0894, 1.5926, -4.0695)  0.00
H (1.7063, 0.1962, -2.6376)  0.00

total charge: +2
electronic energy: -10728.75134 a.u.
LUMO energy (spin up / spin down): -5.86 / -7.24 eV
gap between HOMO and LUMO (spin up / spin down): 6.7 / 5.5 eV
energy above the lowest of the compared OMol25 structures with the same formula, charge and spin: 1.349 eV
2S+1: 2

***

The highest energy above the lowest of the compared OMol25 structures with the same formula, charge and spin belongs to which entry?
C39H38Br2GeN8S2Sc

***

The highest energy above the lowest of the compared OMol25 structures with the same formula, charge and spin belongs to which entry?
C39H38Br2GeN8S2Sc

***

Which of these has the lowest total charge?
C39H38AsBaCl4N11O4P2